P.
22
Properties=species:S:1:pos:R:3 method="wB97M-V/def2-TZVPD" total_charge=-1 orbital_gap_ha=0.227 spin_multiplicity=1
S 1.735 -2.164 -1.358
O 1.902 -0.074 1.539
O 0.250 -0.774 3.996
N -0.606 1.297 -1.560
C 0.006 0.122 -0.941
C -0.799 -0.859 0.032
C -1.528 1.982 -0.659
C 0.679 -0.752 -1.960
H 2.372 -0.918 1.387
H 1.422 -0.206 -2.565
H -0.803 -1.826 -0.476
H -1.873 -0.664 0.171
H -1.464 3.080 -0.616
H -1.404 1.674 0.374
H 1.424 0.349 0.817
H 1.151 -0.656 4.364
H -0.993 1.133 -2.475
H -0.240 -0.970 0.947
H -2.565 1.757 -0.963
H 0.032 -1.205 -2.689
H 0.419 -0.822 3.034
H 0.883 0.496 -0.400

=====

Q.
22
Properties=species:S:1:pos:R:3 method="wB97M-V/def2-TZVPD" total_charge=-1 orbital_gap_ha=0.195 spin_multiplicity=1
S 2.240 -1.679 -1.939
O 2.985 1.227 0.680
O -0.240 -1.235 6.424
N -1.085 -0.376 -0.664
C -1.738 0.984 -0.766
C -0.663 2.095 -0.914
C -0.327 -0.850 -1.843
C 0.499 -2.101 -1.455
H 0.241 -0.814 5.705
H 0.596 -2.458 -0.443
H -0.545 -0.323 0.312
H -0.265 2.598 -0.007
H -2.450 1.173 0.108
H 0.236 1.634 -1.501
H 0.177 -0.077 -2.460
H 0.230 -3.041 -1.771
H -1.132 2.815 -1.600
H -1.033 -1.617 6.039
H 3.312 0.340 0.427
H -1.094 -1.169 -2.691
H -2.494 1.236 -1.544
H 2.552 1.639 -0.097

=====

Energies relative to the most stable structure, in eV: P 0.000; Q 1.050.

=====

P.
14
Properties=species:S:1:pos:R:3 method="wB97M-V/def2-TZVPD" orbital_gap_ha="0.257 / 0.272" spin_multiplicity=1
S -1.588 -0.446 0.124
P 0.895 -0.290 1.079
C 1.074 1.194 0.013
C -3.211 -0.691 0.619
C 1.670 -1.691 0.000
H 2.634 -1.224 -0.203
H 1.177 -1.840 -0.980
H 2.058 1.733 0.159
H -1.293 -1.841 -0.170
H -3.506 -1.558 1.304
H 0.882 1.144 -1.003
H 1.890 -2.591 0.532
H 0.196 1.837 0.432
H -3.738 0.101 0.834

=====

Q.
14
Properties=species:S:1:pos:R:3 method="wB97M-V/def2-TZVPD" orbital_gap_ha="0.294 / 0.294" spin_multiplicity=1
S -1.222 0.265 -1.918
P -0.138 0.019 -0.144
C -0.748 2.251 1.176
C -0.080 -1.852 -0.277
C 1.646 0.339 -0.619
H -1.469 2.568 0.362
H -1.732 1.639 -1.757
H 0.211 2.527 0.925
H -0.986 -2.220 0.110
H 0.932 -1.986 0.290
H 2.190 -0.275 0.046
H 0.058 -2.315 -1.373
H 1.786 -0.100 -1.545
H 1.816 1.366 -0.756

=====

Energies relative to the most stable structure, in eV: P 0.000; Q 1.050.

=====

P.
8
Properties=species:S:1:pos:R:3 method="wB97M-V/def2-TZVPD" orbital_gap_ha=0.395 spin_multiplicity=1 smiles=BrCCBr
Br -13.200 -19.100 1.733
Br -15.844 -21.244 0.574
C -13.631 -19.462 -0.165
C -14.139 -20.931 -0.346
H -14.103 -18.626 -0.682
H -13.482 -21.695 0.070
H -14.262 -21.171 -1.402
H -12.618 -19.337 -0.547

=====

Q.
8
Properties=species:S:1:pos:R:3 method="wB97M-V/def2-TZVPD" orbital_gap_ha=0.391 spin_multiplicity=1 smiles=BrCCBr
Br -2.019 0.911 -1.077
Br 1.446 -1.699 0.802
C 0.155 -0.204 0.731
C -0.035 0.312 -0.752
H 0.595 1.194 -0.866
H 0.383 0.582 1.452
H -0.720 -0.646 1.207
H 0.195 -0.450 -1.497

=====

Energies relative to the most stable structure, in eV: P 0.000; Q 0.077.

=====

P.
12
Properties=species:S:1:pos:R:3 method="wB97M-V/def2-TZVPD" total_charge=+1 orbital_gap_ha=0.359 spin_multiplicity=1 smiles=NNC[NH3+]
N 0.669 -1.250 -0.981
N 0.682 -0.814 0.368
N -1.133 0.968 0.216
C 0.472 0.565 0.448
H -1.417 1.875 -0.263
H -1.395 0.366 -0.545
H 0.719 0.960 1.366
H 1.657 -1.139 -1.406
H 0.838 1.111 -0.385
H 0.259 -1.372 1.040
H 0.366 -2.264 -0.982
H -1.718 0.993 1.123

=====

Q.
12
Properties=species:S:1:pos:R:3 method="wB97M-V/def2-TZVPD" total_charge=+1 orbital_gap_ha=0.384 spin_multiplicity=1
N 1.907 -0.569 -0.256
N -1.034 -0.490 0.952
N -0.797 0.981 -0.839
C -1.567 0.401 0.100
H -2.636 0.798 0.350
H -1.560 -0.685 1.747
H -0.984 1.945 -1.295
H -0.095 -0.376 1.160
H 2.653 -0.053 -0.731
H -0.088 0.303 -1.203
H 1.915 -1.548 -0.699
H 2.285 -0.707 0.715

=====

Energies relative to the most stable structure, in eV: P 1.728; Q 0.000.

=====

P.
22
Properties=species:S:1:pos:R:3 method="wB97M-V/def2-TZVPD" total_charge=+1 orbital_gap_ha=0.341 spin_multiplicity=1
O -1.681 0.607 0.898
O 3.471 1.542 -2.004
O 0.477 -4.222 5.231
O -0.521 2.027 2.857
N -0.509 0.515 -1.513
C -1.106 -0.978 -3.342
C 0.656 0.119 -1.227
C -1.113 0.229 -2.830
H -1.121 1.180 -3.352
H -2.614 0.854 0.958
H -0.848 -1.839 -2.739
H -0.360 -3.880 4.882
H 3.308 2.163 -1.291
H 1.253 -0.427 -1.932
H 4.420 1.453 -2.131
H 1.017 0.293 -0.216
H -0.461 1.616 3.727
H 0.667 -4.813 4.486
H -1.287 1.049 1.694
H -0.939 2.887 2.962
H -1.203 0.846 -0.808
H -1.506 -1.221 -4.311

=====

Q.
22
Properties=species:S:1:pos:R:3 method="wB97M-V/def2-TZVPD" total_charge=+1 orbital_gap_ha=0.401 spin_multiplicity=1
O 2.348 0.211 -0.215
O -0.302 2.241 0.962
O 1.250 0.315 2.115
O -0.605 1.115 -2.542
N -0.261 -0.665 -0.231
C -1.192 1.510 0.476
C -0.474 -2.099 -0.381
C -1.212 0.012 0.802
H -0.525 -0.315 -1.187
H -0.654 -2.454 0.668
H 0.250 -2.557 -1.039
H -1.187 1.213 -3.317
H -2.284 -0.354 0.655
H 0.162 1.610 -2.818
H 0.960 1.252 2.053
H -1.357 -2.469 -0.884
H 2.512 0.302 0.762
H -0.952 -0.239 1.878
H 0.771 -0.389 -0.088
H 1.473 0.148 3.049
H -1.828 1.922 -0.209
H 3.107 -0.310 -0.507

=====

R.
22
Properties=species:S:1:pos:R:3 method="wB97M-V/def2-TZVPD" total_charge=+1 orbital_gap_ha=0.372 spin_multiplicity=1
O 3.253 1.589 -0.314
O 1.718 -1.030 -0.630
O -2.838 0.751 3.084
O -0.364 -2.023 -2.022
N 0.155 0.849 -0.570
C -1.937 0.436 0.878
C -2.418 -0.039 2.260
C -0.344 0.649 0.857
H 0.151 -0.349 1.125
H -2.405 1.275 0.543
H -2.235 -1.046 2.569
H -0.302 1.626 -1.071
H -1.192 -2.414 -1.868
H -0.017 1.492 1.500
H -0.205 0.025 -1.155
H 1.162 1.078 -0.678
H -2.208 -0.357 0.231
H -0.132 -1.812 -2.926
H 2.096 -1.930 -0.658
H 3.997 1.061 -0.558
H 1.054 -1.230 -1.185
H 3.010 1.398 0.588

=====

Energies relative to the most stable structure, in eV: P 0.743; Q 0.000; R 0.641.

=====

P.
13
Properties=species:S:1:pos:R:3 method="wB97M-V/def2-TZVPD" orbital_gap_ha=0.318 spin_multiplicity=1 smiles="C=NNC(=S)CS"
S 2.115 0.978 -1.644
S -1.065 -0.772 -1.624
N -1.008 0.588 1.651
N -0.031 0.010 0.748
C 0.000 -0.401 -0.446
C 1.436 -0.486 -0.920
C -2.212 0.188 1.288
H 2.005 1.898 -0.615
H 2.069 -0.998 -0.260
H -2.352 -0.630 0.443
H -2.952 0.617 1.951
H 0.808 0.122 1.208
H 1.187 -1.114 -1.779

=====

Q.
13
Properties=species:S:1:pos:R:3 method="wB97M-V/def2-TZVPD" orbital_gap_ha=0.307 spin_multiplicity=1 smiles="S=C(NS)N1CC1"
S -2.904 -0.612 -0.179
S 1.245 -2.250 -0.033
N -0.126 0.358 -0.139
N -1.318 -1.527 0.300
C 1.138 0.908 -0.779
C 0.757 1.312 0.652
C -0.017 -1.037 -0.051
H 1.445 0.904 1.524
H 0.149 2.166 1.149
H 1.062 1.608 -1.631
H -2.075 0.553 0.192
H 1.933 0.089 -0.969
H -1.290 -2.472 -0.035

=====

R.
13
Properties=species:S:1:pos:R:3 method="wB97M-V/def2-TZVPD" orbital_gap_ha=0.352 spin_multiplicity=1 smiles="C[C@H]1N=N[C@@H](S)S1"
S 2.584 0.006 0.713
S 0.352 -1.211 -0.962
N 1.303 1.284 -1.056
N 0.098 1.464 -1.004
C -0.708 0.349 -0.644
C -0.934 0.437 0.830
C 1.720 -0.057 -0.864
H -1.604 -0.215 1.274
H 2.412 -0.207 -1.619
H -0.026 0.114 1.388
H -1.071 1.515 1.120
H 3.735 0.753 0.481
H -1.497 0.182 -1.398

=====

Energies relative to the most stable structure, in eV: P 0.637; Q 1.642; R 0.000.

=====

P.
13
Properties=species:S:1:pos:R:3 method="wB97M-V/def2-TZVPD" orbital_gap_ha=0.341 spin_multiplicity=1
S 1.319 0.606 0.615
S -2.335 -1.413 0.282
N -0.918 -0.813 1.310
N -2.218 -0.321 -0.846
C 1.814 0.311 -1.135
C -0.459 0.478 0.823
C -1.363 0.532 -0.786
H -1.485 -0.633 2.173
H 1.652 -0.727 -1.431
H -0.650 1.276 1.448
H -1.174 1.311 -1.480
H 2.868 0.613 -1.175
H 1.102 0.992 -1.730

=====

Q.
13
Properties=species:S:1:pos:R:3 method="wB97M-V/def2-TZVPD" orbital_gap_ha="0.260 / 0.256" spin_multiplicity=1
S 0.935 1.416 -0.057
S 1.489 -1.755 -3.099
N 0.834 0.173 -1.039
N 2.028 -0.326 -3.144
C -0.286 1.383 1.349
C 0.188 -0.943 -0.927
C 0.289 -1.941 -1.883
H -1.095 2.044 0.978
H 2.126 0.394 -2.461
H -0.582 0.296 1.381
H 0.350 1.797 2.165
H -0.552 -0.910 -0.105
H -0.112 -2.900 -1.633

=====

Energies relative to the most stable structure, in eV: P 0.000; Q 1.095.

=====

P.
10
Properties=species:S:1:pos:R:3 method="wB97M-V/def2-TZVPD" total_charge=+1 orbital_gap_ha=0.437 spin_multiplicity=1
O -0.335 -0.651 0.680
O 1.230 1.337 1.141
N -0.255 -0.459 -1.526
C -1.061 -0.684 -0.523
H 0.495 0.147 0.697
H 0.934 2.057 0.678
H 0.751 -0.461 -1.250
H 1.316 1.479 2.100
H -0.429 -0.470 -2.518
H -2.078 -0.929 -0.462

=====

Q.
10
Properties=species:S:1:pos:R:3 method="wB97M-V/def2-TZVPD" total_charge=+1 orbital_gap_ha=0.434 spin_multiplicity=1
O 0.768 1.237 -1.350
O -1.321 -0.536 2.074
N 0.335 -0.570 -0.017
C 0.509 -0.006 -1.175
H -1.028 -0.993 2.855
H -0.221 -0.388 0.856
H 0.543 -0.682 -2.030
H 0.793 1.510 -2.276
H -1.999 0.076 2.369
H 0.827 -1.459 -0.005

=====

R.
10
Properties=species:S:1:pos:R:3 method="wB97M-V/def2-TZVPD" total_charge=+1 orbital_gap_ha=0.389 spin_multiplicity=1
O 2.382 -1.485 0.955
O 0.316 -0.703 0.515
N -1.562 1.165 -1.433
C 1.225 -0.917 1.271
H -1.168 1.357 -2.354
H 2.714 -1.912 1.756
H -2.572 1.090 -1.292
H -1.121 0.376 -0.919
H 1.034 -0.931 2.364
H -1.248 1.960 -0.865

=====

Energies relative to the most stable structure, in eV: P 0.908; Q 0.506; R 0.000.

=====

P.
20
Properties=species:S:1:pos:R:3 method="wB97M-V/def2-TZVPD" total_charge=+2 orbital_gap_ha="0.419 / 0.197" spin_multiplicity=2
N 0.978 -0.150 -1.634
N 0.058 1.180 -3.376
C -0.347 -0.293 0.519
C -0.031 -0.510 2.016
C 0.036 0.221 -2.473
C 0.625 -0.958 -0.451
C -0.809 0.405 2.964
H -1.448 -0.301 0.414
H 1.077 -0.228 2.000
H -1.066 1.338 2.476
H 0.146 -1.549 2.346
H -0.745 1.742 -3.611
H -0.118 0.299 3.809
H -0.987 -0.025 -2.190
H -0.152 0.791 0.283
H 1.958 -0.155 -1.883
H 0.973 1.413 -3.742
H 0.063 -1.869 -0.760
H 1.557 -1.365 -0.062
H -1.767 0.011 3.356

=====

Q.
20
Properties=species:S:1:pos:R:3 method="wB97M-V/def2-TZVPD" total_charge=+2 orbital_gap_ha="0.415 / 0.279" spin_multiplicity=2
N 1.727 0.580 0.052
N -1.557 -0.498 1.186
C -1.779 -1.447 0.419
C 1.730 -0.871 -1.929
C 1.349 0.495 -1.379
C 1.229 1.394 0.896
C -2.544 0.477 1.693
H -3.348 -0.088 2.171
H 0.541 2.150 0.533
H 1.480 -0.960 -2.982
H 1.214 -1.665 -1.386
H 1.536 1.309 1.933
H -1.013 -2.168 0.129
H 0.260 0.546 -1.416
H 1.754 1.332 -1.944
H -2.921 1.055 0.850
H 2.798 -1.067 -1.818
H 2.461 -0.045 0.387
H -2.830 -1.648 0.162
H -2.085 1.119 2.445

=====

Energies relative to the most stable structure, in eV: P 0.437; Q 0.000.

=====

P.
22
Properties=species:S:1:pos:R:3 method="wB97M-V/def2-TZVPD" orbital_gap_ha=0.130 spin_multiplicity=1
S -1.464 -0.504 1.448
S 2.474 -0.493 -1.464
O -1.824 2.747 1.580
O 1.784 -3.011 1.059
O -3.559 -1.114 -0.607
O 2.063 2.336 -0.667
C -0.518 0.361 -0.977
C -0.023 -0.334 0.323
H -0.399 -0.184 -1.842
H 2.123 1.362 -0.823
H -2.057 2.926 2.489
H 0.697 0.234 0.923
H -1.788 1.773 1.534
H 3.022 2.603 -0.711
H -1.552 0.556 -0.926
H 1.885 -3.843 0.650
H -0.010 1.274 -1.185
H -4.369 -1.499 -0.118
H -2.819 -1.084 0.044
H 3.829 -0.490 -1.048
H 0.439 -1.247 -0.078
H 2.067 -2.370 0.397

=====

Q.
22
Properties=species:S:1:pos:R:3 method="wB97M-V/def2-TZVPD" orbital_gap_ha=0.154 spin_multiplicity=1
S -0.695 1.921 1.738
S -0.038 -2.031 -0.517
O 2.920 1.053 -1.505
O 2.762 -0.731 0.833
O -1.636 -1.159 2.276
O -3.085 -0.910 -1.443
C -0.730 1.407 -0.853
C 0.197 1.347 0.377
H -1.942 -1.450 3.140
H -2.863 -0.844 -2.378
H 1.121 1.888 0.190
H 0.424 0.239 0.470
H 2.061 -1.215 0.361
H -2.266 -1.270 -1.057
H -0.391 -1.948 0.796
H -1.615 0.797 -0.682
H -0.886 2.428 -1.200
H -0.307 0.883 -1.725
H 2.778 -1.154 1.697
H 2.913 0.587 -0.656
H -1.649 -0.189 2.306
H 2.926 0.352 -2.167

=====

R.
22
Properties=species:S:1:pos:R:3 method="wB97M-V/def2-TZVPD" orbital_gap_ha=0.333 spin_multiplicity=1 smiles=CSSC.O.O.O.O
S -1.320 1.163 -2.483
S -2.092 2.578 -1.415
O 5.122 -1.446 0.697
O 7.135 -0.753 2.372
O -1.831 -4.224 3.816
O -1.669 -2.108 1.326
C -3.450 2.272 -0.481
C -0.012 0.449 -1.548
H 4.401 -0.891 0.714
H -1.151 -3.852 3.268
H 0.780 0.414 -2.204
H 6.173 -0.762 2.487
H 5.859 -0.956 0.218
H -3.100 1.765 0.444
H 0.102 0.733 -0.537
H -1.866 -1.315 1.778
H -2.669 -3.909 3.473
H -2.135 -1.991 0.486
H -4.122 3.113 -0.178
H -0.234 -0.628 -1.652
H -4.204 1.822 -1.223
H 7.468 -1.489 1.777

=====

Energies relative to the most stable structure, in eV: P 3.996; Q 2.316; R 0.000.

=====

P.
19
Properties=species:S:1:pos:R:3 method="wB97M-V/def2-TZVPD" orbital_gap_ha=0.408 spin_multiplicity=1 smiles="C=O.O.O.O.O.O"
O -2.416 0.833 1.511
O -0.591 -1.171 1.146
O 0.319 0.693 -0.937
O 2.149 0.037 3.325
O -1.382 2.815 -0.241
O 0.869 -1.418 -2.799
C 1.403 -2.383 -3.264
H 2.459 -2.582 -2.974
H -0.862 2.148 -0.742
H 0.166 0.023 -0.261
H -1.389 -0.640 1.381
H -2.302 1.366 0.712
H -2.019 1.324 2.245
H -0.779 -2.119 1.194
H -0.770 3.558 -0.209
H 1.640 -0.653 2.876
H 1.040 -3.140 -3.980
H 0.331 0.421 -1.852
H 2.134 0.888 2.866

=====

Q.
19
Properties=species:S:1:pos:R:3 method="wB97M-V/def2-TZVPD" orbital_gap_ha=0.395 spin_multiplicity=1 smiles="C=O.O.O.O.O.O"
O 1.725 1.703 1.227
O -1.420 -2.212 -0.111
O 0.281 0.765 -1.932
O 1.814 -1.541 -0.982
O -3.300 -0.036 1.609
O -1.067 1.416 0.488
C 2.753 1.318 0.666
H 1.160 0.987 -2.235
H 1.119 -1.742 -0.324
H -1.775 -1.417 0.323
H 0.487 -0.197 -1.780
H 3.270 0.393 1.232
H -0.673 1.167 -0.370
H 2.926 1.580 -0.418
H -2.719 0.565 1.130
H 1.632 -2.155 -1.649
H -2.317 -2.622 -0.141
H -0.284 1.460 1.011
H -3.611 0.570 2.255

=====

Energies relative to the most stable structure, in eV: P 0.000; Q 0.465.

=====

P.
4
Properties=species:S:1:pos:R:3 method="wB97M-V/def2-TZVPD" orbital_gap_ha=0.448 spin_multiplicity=1 smiles=C#C
C 0.032 0.082 -0.587
C 0.154 -0.113 0.571
H 0.169 -0.196 1.588
H -0.355 0.228 -1.572

=====

Q.
4
Properties=species:S:1:pos:R:3 method="wB97M-V/def2-TZVPD" orbital_gap_ha=0.445 spin_multiplicity=1
C -0.502 -0.106 -0.045
C 0.654 0.055 -0.045
H 1.666 -0.177 -0.033
H -1.817 0.229 0.123

=====

R.
4
Properties=species:S:1:pos:R:3 method="wB97M-V/def2-TZVPD" orbital_gap_ha=0.450 spin_multiplicity=1 smiles=C#C
C -0.620 -0.075 -0.034
C 0.547 -0.083 0.027
H -1.674 0.077 0.066
H 1.746 0.082 -0.060

=====

Energies relative to the most stable structure, in eV: P 0.000; Q 1.223; R 0.315.